Density functional theory data (ωB97M-V/def2-TZVPD) for a molecular structure, C5H5N3O3.

```
16
C5H5N3O3 ωB97M-V/def2-TZVPD
C -1.208 -0.203 -1.453
C -0.762 0.466 0.732
C -2.723 -0.422 0.246
C -0.330 0.430 -0.593
C 1.031 0.956 -0.768
N -2.445 -0.533 -1.050
N -1.957 0.183 1.160
N 2.096 -0.457 -0.157
O 1.649 1.842 -1.207
O 1.378 -1.338 0.687
O 2.985 0.226 0.703
H -1.150 -0.238 -2.505
H -0.113 0.728 1.440
H -3.766 -0.609 0.609
H 1.511 -0.849 1.599
H 3.802 -0.181 0.557
```

Output
Spin multiplicity = 1
Relative energy (zero: lowest compared OMol25 entry of this formula, charge and spin) = 108.88 kcal/mol
DFT total energy = -583.33777 a.u.
Net charge = 0